[1]
Density functional theory data (ωB97M-V/def2-TZVPD) for a 13-piece molecular cluster, C33H92O19 overall.

Element x y z (Å)
O1 4.229 -1.370 -0.228
O2 -4.253 -3.941 4.391
O3 -5.342 -0.645 -2.291
O4 3.431 4.385 -1.314
O5 -2.349 -5.410 -0.352
O6 -0.592 2.105 -4.680
O7 -2.312 3.210 0.869
O8 2.447 4.041 1.363
O9 4.677 2.739 0.927
O10 4.325 -0.273 -2.761
O11 0.954 4.274 -3.239
O12 -1.911 4.660 -1.880
O13 2.384 -2.693 2.913
O14 3.214 -3.755 -0.770
O15 0.099 -3.725 -1.496
O16 2.074 -1.612 -4.530
O17 1.256 -1.426 -0.388
O18 6.060 -2.799 1.461
O19 1.400 -5.815 -0.264
C1 0.789 -4.007 4.430
C2 5.040 -0.741 0.759
C3 -4.080 -3.091 3.290
C4 5.241 3.731 0.046
C5 1.722 0.710 -1.274
C6 3.253 -4.509 0.392
C7 -4.242 -1.637 3.659
C8 -5.410 -0.686 -0.835
C9 -4.676 2.916 1.144
C10 -2.295 -4.304 -1.271
C11 0.664 -0.303 -0.922
C12 -4.012 -0.494 -0.278
C13 4.314 -1.449 -3.595
C14 0.191 -1.821 3.309
C15 -3.033 2.449 -4.406
C16 -1.708 1.637 -4.000
C17 -0.259 0.031 0.323
C18 1.918 -5.071 0.815
C19 -2.786 -3.452 2.526
C20 -1.781 0.106 -4.366
C21 -1.164 -3.292 -1.017
C22 1.199 3.563 1.896
C23 1.538 2.624 3.049
C24 -3.541 5.086 1.776
C25 6.300 -1.535 0.887
C26 0.285 4.806 2.245
C27 1.368 -2.620 3.910
C28 -3.397 3.634 1.655
C29 2.980 -2.245 -3.651
C30 -0.612 5.110 -1.515
C31 0.446 5.501 -2.638
C32 -6.180 -1.914 -0.356
C33 4.617 3.673 -1.340
H1 3.876 -5.365 0.133
H2 4.441 2.633 -1.616
H3 0.812 2.966 1.069
H4 3.010 4.241 -0.463
H5 4.653 -1.123 -4.579
H6 -1.342 -2.340 -1.516
H7 -4.953 3.288 0.158
H8 -7.146 -1.921 -0.860
H9 2.498 -2.206 -2.674
H10 -3.202 3.271 2.664
H11 6.618 -2.979 2.221
H12 3.001 -3.268 -4.027
H13 3.844 3.142 1.184
H14 -5.533 -2.785 -0.461
H15 1.910 3.272 3.842
H16 -5.956 0.227 -0.600
H17 1.771 -2.056 4.751
H18 -1.977 -3.670 3.223
H19 -4.929 -3.316 2.644
H20 2.574 0.751 -0.595
H21 -4.026 5.418 2.694
H22 -1.729 1.783 -2.920
H23 0.609 -2.934 -1.682
H24 0.125 -0.461 -1.856
H25 0.973 -5.127 -0.781
H26 -3.360 0.194 -0.816
H27 0.029 -2.191 2.297
H28 -0.102 6.067 -3.392
H29 2.506 4.899 1.789
H30 1.998 -0.673 -4.343
H31 1.294 6.036 -2.211
H32 -3.107 -4.385 2.063
H33 4.209 -0.519 -1.841
H34 -2.542 5.521 1.747
H35 1.404 1.740 -1.431
H36 2.219 1.824 2.758
H37 3.721 -3.991 1.229
H38 6.877 -1.624 -0.034
H39 -4.090 5.634 1.011
H40 -4.199 -0.235 0.764
H41 0.314 0.299 1.211
H42 2.023 0.493 -2.299
H43 -0.833 -0.423 -4.467
H44 1.541 -4.748 4.699
H45 6.308 3.569 -0.101
H46 -0.700 -2.010 3.909
H47 -3.711 2.041 -5.156
H48 -0.922 -0.797 0.574
H49 2.994 -4.388 -1.457
H50 0.310 -0.738 3.291
H51 -4.611 1.880 0.810
H52 -4.541 -1.026 2.808
H53 -0.682 5.842 -0.711
H54 4.613 -0.495 1.731
H55 -5.838 -1.401 -2.615
H56 -2.288 5.344 -2.438
H57 5.178 4.759 0.403
H58 -2.407 -0.363 -3.608
H59 -5.516 3.104 1.813
H60 -3.219 -5.809 -0.274
H61 -6.490 -1.757 0.678
H62 -3.307 -3.972 -1.504
H63 -4.628 -4.795 4.168
H64 -0.130 4.247 -1.057
H65 0.090 5.384 1.342
H66 2.067 -2.238 2.129
H67 -3.657 2.507 -3.514
H68 -2.201 3.703 0.052
H69 0.296 -4.537 3.615
H70 2.066 -5.692 1.698
H71 -2.308 -0.145 -5.287
H72 3.985 -2.267 0.013
H73 1.878 4.231 -2.982
H74 5.042 -2.165 -3.213
H75 -0.057 -3.943 5.115
H76 -4.976 -1.522 4.456
H77 0.617 2.179 3.427
H78 -3.272 -1.429 4.111
H79 7.014 -1.069 1.566
H80 -0.222 2.884 -4.257
H81 -2.046 -4.790 -2.214
H82 -2.628 -2.759 1.699
H83 5.281 0.228 0.321
H84 -0.925 0.810 -0.048
H85 -3.488 -1.449 -0.245
H86 -0.664 4.476 2.670
H87 0.735 5.541 2.912
H88 -1.184 -3.089 0.053
H89 5.330 4.182 -1.988
H90 1.209 -4.259 0.979
H91 -2.881 3.523 -4.507
H92 2.185 -1.246 -0.227

## Properties
* HOMO-LUMO gap: 9.501 eV
* energy above the lowest of the compared OMol25 structures with the same formula, charge and spin: 46.7 kcal per mole
* charge: 0

***

[2]
Density functional theory data (ωB97M-V/def2-TZVPD) for one molecule with the formula C4H7NO2.

Element x y z (Å)
O1 -2.470 1.172 0.729
O2 0.814 0.056 0.681
N1 -1.481 0.309 0.272
C1 -0.317 0.568 1.053
C2 1.052 -0.342 -0.524
C3 0.265 -1.617 -1.073
C4 2.450 0.004 -1.008
H1 -3.351 0.832 -0.018
H2 -0.318 1.461 2.044
H3 3.358 0.615 -0.456
H4 2.801 -0.236 -2.116
H5 -0.990 -1.934 -0.899
H6 0.795 -2.360 -0.252
H7 0.621 -2.043 -2.180

## Properties
* SMILES: C=C(C)O/C=N/O
* HOMO-LUMO gap: 8.881 eV
* energy above the lowest of the compared OMol25 structures with the same formula, charge and spin: 214.2 kcal per mole
* charge: 0

***

| no. | total energy (eV) |
| --- | --- |
| 1 | -74609.4120 |
| 2 | -9837.9916 |